Record 1
Below is the molecule C17H25NO, with properties calculated with wB97M-V/def2-TZVPD.

Output
- charge = 0
- max |F| (eV/Å) = 0.5
- E_tot (a.u.) = -792.81019
- lowest unoccupied orbital energy (eV) = 0.8
- molecular weight (g/mol) = 259.393
- energy above the lowest of the compared OMol25 structures with the same formula, charge and spin (kcal/mol) = 0.0

CARTESIAN COORDINATES (ANGSTROEM)
O: -0.639 -0.510 1.768
N: 0.092 -0.889 -0.329
C: -1.509 4.386 1.062
C: 0.894 5.720 1.346
C: -1.434 5.740 0.789
C: -0.371 -5.144 -0.891
C: -0.461 2.207 1.739
C: 0.815 4.365 1.618
C: 0.832 -4.627 -0.109
C: -0.121 -2.322 -0.145
C: -0.231 6.411 0.930
C: -0.151 1.428 0.456
C: -1.324 -2.825 -0.949
C: 1.113 -3.167 -0.458
C: -0.387 3.683 1.482
C: 0.575 -0.413 -1.608
C: -0.250 -0.071 0.701
C: 2.083 -0.151 -1.636
C: -1.600 -4.286 -0.605
H: 0.336 -1.168 -2.360
H: -0.149 -5.115 -1.961
H: 2.375 0.551 -0.859
H: -2.316 6.275 0.467
H: -2.196 -2.212 -0.712
H: -0.354 -2.433 0.920
H: 2.360 0.268 -2.600
H: -0.874 1.705 -0.317
H: 0.044 0.501 -1.885
H: 0.843 1.697 0.100
H: -1.129 -2.739 -2.020
H: -0.572 -6.182 -0.620
H: 0.632 -4.710 0.961
H: -0.171 7.469 0.720
H: -2.451 3.867 0.954
H: 0.256 1.915 2.508
H: 1.695 3.831 1.947
H: -1.859 -4.364 0.452
H: -2.451 -4.647 -1.186
H: 1.361 -3.099 -1.520
H: 1.963 -2.804 0.122
H: -1.456 1.926 2.088
H: 1.712 -5.234 -0.334
H: 1.835 6.238 1.461
H: 2.641 -1.070 -1.485

Results of the Mulliken charge analysis, in e, for atoms 1 through 5: O -0.690; N 0.291; C -0.265; C -0.585; C -0.586

---

Record 2
Below is a cluster of 2 separate species, C17H26FNO9Si in total in a non-equilibrium geometry, with properties calculated with wB97M-V/def2-TZVPD.

Output
- charge = 0
- max |F| (eV/Å) = 10.0
- E_tot (a.u.) = -1784.29643
- lowest unoccupied orbital energy (eV) = -1.9
- molecular weight (g/mol) = 435.477

CARTESIAN COORDINATES (ANGSTROEM)
Si: 1.912 1.361 -2.476
F: 1.569 -1.308 -4.505
O: -2.137 -4.342 -1.681
O: -4.507 -2.025 6.747
O: 3.579 -0.762 -5.768
O: -5.393 0.547 7.120
O: -1.456 -3.292 0.444
O: -1.199 1.377 -4.259
O: -2.305 2.382 4.045
O: -1.480 -0.199 3.606
O: 0.029 1.755 -4.588
N: 4.365 3.968 -2.791
C: 2.781 -0.472 -4.703
C: -3.868 1.525 5.600
C: -2.372 -0.044 4.433
C: -1.405 -4.412 -0.552
C: 0.318 0.307 -0.166
C: -2.965 -1.171 5.168
C: 4.277 3.019 -1.616
C: 3.248 0.762 -3.729
C: 0.590 2.465 -3.421
C: -0.996 -2.120 -0.373
C: -2.884 1.324 4.721
C: -3.946 -0.970 6.050
C: -0.285 -1.013 0.636
C: 2.759 2.555 -1.207
C: -0.452 -5.730 -0.330
C: -4.478 0.395 6.318
C: 0.893 -0.068 -1.658
H: 3.505 3.971 -3.382
H: -5.195 -1.622 7.320
H: -1.621 1.979 3.467
H: 1.492 -1.099 -1.695
H: -0.307 2.693 -2.676
H: 1.061 3.487 -3.773
H: 4.705 3.616 -0.676
H: 4.969 2.062 -1.710
H: -4.252 2.514 5.817
H: 0.629 -1.468 1.230
H: 0.113 -6.000 -1.332
H: 5.162 3.589 -3.382
H: -0.510 1.145 -0.236
H: -0.055 -0.231 -2.365
H: -0.209 -2.584 -1.137
H: 1.158 0.750 0.549
H: 0.361 -5.535 0.517
H: -2.571 -2.158 4.962
H: 4.232 0.477 -3.135
H: -1.153 -6.633 -0.082
H: 3.530 1.677 -4.422
H: -1.043 -0.580 1.439
H: -1.911 -1.611 -0.908
H: 2.011 3.437 -0.993
H: -1.136 0.364 -4.272
H: 2.842 1.942 -0.189

Results of the Mulliken charge analysis, in e, for atoms 1 through 5: Si 0.070; F -0.184; O -0.525; O -0.562; O -0.509

---

Record 3
Below is a structure of composition C17H26GeN3O7STa in a non-equilibrium geometry, with properties calculated with wB97M-V/def2-TZVPD.

Output
- charge = -1
- max |F| (eV/Å) = 2.1
- E_tot (a.u.) = -3886.50351
- ⟨S²⟩ = 0.759
- lowest unoccupied orbital energy (spin up / spin down) (eV) = 2.6 / 2.6
- molecular weight (g/mol) = 670.034
- energy above the lowest of the compared OMol25 structures with the same formula, charge and spin (kcal/mol) = 74.4
- multiplicity = 2

CARTESIAN COORDINATES (ANGSTROEM)
Ta: 0.401 -0.409 -0.097
Ge: 1.764 1.343 2.444
S: 0.007 1.691 -1.660
O: -0.614 -2.040 -2.269
O: -3.867 -0.856 -1.696
O: 0.247 -4.541 0.116
O: -0.679 1.051 1.020
O: -1.007 -2.692 0.773
O: 0.899 -2.382 -0.245
O: -1.946 -0.474 -0.605
N: 2.084 -0.492 -1.959
N: 3.647 0.372 -3.224
N: -1.575 1.844 0.435
C: -2.309 3.182 -1.350
C: -3.618 3.001 0.649
C: -2.089 -3.472 1.228
C: -1.361 2.282 -0.836
C: -2.641 -0.890 -1.580
C: 2.916 0.510 -2.094
C: 3.491 1.376 3.439
C: -2.671 2.149 1.147
C: 0.531 0.489 3.743
C: 1.962 0.365 0.806
C: -1.808 -1.444 -2.749
C: 1.270 3.255 2.270
C: 3.246 -0.794 -3.842
C: -0.139 -3.229 -0.222
C: -3.420 3.536 -0.626
C: 2.278 -1.314 -3.038
C: -0.822 -3.277 -1.610
H: 4.335 1.021 -3.558
H: -0.359 -4.076 -2.195
H: 0.697 3.592 3.137
H: -0.136 1.223 4.201
H: -1.500 -0.603 -3.374
H: 1.694 -2.209 -3.162
H: 4.270 1.867 2.851
H: -1.787 -4.108 2.064
H: 3.682 -1.135 -4.763
H: -0.076 -0.264 3.241
H: 2.172 3.867 2.200
H: 1.022 -4.420 0.680
H: -2.867 -2.779 1.547
H: -2.396 -2.146 -3.346
H: -1.890 -3.485 -1.507
H: 2.968 -0.055 0.689
H: 2.997 1.330 -1.401
H: 1.106 0.004 4.536
H: 0.676 3.416 1.370
H: -2.709 1.664 2.110
H: 3.822 0.358 3.655
H: -2.497 -4.111 0.440
H: -4.148 4.215 -1.051
H: -4.497 3.226 1.235
H: 3.386 1.911 4.386
H: -2.142 3.555 -2.350

Results of the Mulliken charge analysis, in e, for atoms 1 through 5: Ta 1.259; Ge 1.088; S -0.529; O -0.179; O -0.828